Entry 1:
Computed, not measured: a single C5H2ClN molecule, with the ωB97M-V functional and the def2-TZVPD basis.

Last column: Mulliken charge in e.
Atoms and positions in Å:
C (1.481, -0.226, -0.025)  -0.1482
C (0.622, 0.747, 0.024)  -0.5430
C (-0.793, 0.552, -0.069)  0.2745
C (-1.972, 0.075, 0.143)  0.2622
C (-3.385, -0.183, 0.018)  0.0416
H (1.161, -1.336, 0.193)  0.2669
H (0.990, 1.717, 0.037)  0.3556
N (-4.531, -0.342, -0.075)  -0.3822
Cl (3.168, -0.222, -0.015)  -0.1274

Summary:
Gap between HOMO and LUMO: 9.090 eV
HOMO: -9.77 eV
LUMO: -0.68 eV
SMILES string: N#CC#C/C=C/Cl
Energy relative to the best compared isomer or geometry (same formula, charge and spin): 89.2 kJ/mol

=====

Entry 2:
Computed, not measured: 4 unconnected molecules or ions with the total composition C4H14N2O5, with the ωB97M-V functional and the def2-TZVPD basis.

Last column: Mulliken charge in e.
Atoms and positions in Å:
O (-0.357, 2.102, -1.756)  -0.6112
C (-0.504, 1.043, -1.195)  0.3851
N (-1.278, 0.044, -1.738)  -0.1345
C (-1.595, -1.200, -1.144)  0.1837
O (-1.985, -2.083, -1.861)  -0.5565
C (0.241, 0.802, 0.155)  0.5345
C (1.264, 1.941, 0.388)  -1.4912
N (0.780, -0.557, 0.185)  -0.3456
H (-1.414, 0.091, -2.727)  0.2486
H (-1.471, -1.120, -0.064)  0.3296
H (-0.440, 0.838, 1.008)  0.2430
H (2.016, 1.548, 1.074)  0.3604
H (1.616, 2.236, -0.592)  0.3446
H (0.850, 2.818, 0.879)  0.3613
H (1.558, -0.678, -0.429)  0.1826
H (0.944, -0.865, 1.135)  0.0532
H (-1.704, 0.590, 3.712)  0.2864
H (-1.203, -0.795, 3.495)  0.3439
O (-2.001, -0.261, 3.388)  -0.6331
H (2.787, -1.103, -2.750)  0.2945
H (3.923, -1.290, -1.737)  0.2864
O (3.047, -0.913, -1.846)  -0.6389
H (1.345, -1.143, 2.953)  0.3120
H (1.452, -0.413, 4.266)  0.2740
O (0.875, -0.496, 3.498)  -0.6128

Summary:
Gap between HOMO and LUMO: 9.464 eV
HOMO: -9.40 eV
LUMO: 0.07 eV
SMILES string: C[C@H](N)C(=O)NC=O.O.O.O
Energy relative to the best compared isomer or geometry (same formula, charge and spin): 77.5 kJ/mol

=====

Entry 3:
Computed, not measured: 2 unconnected molecules or ions with the total composition C16H20O2, with the ωB97M-V functional and the def2-TZVPD basis.

Last column: Mulliken charge in e.
Atoms and positions in Å:
C (0.125, -1.185, 4.590)  -0.3013
C (0.280, -2.512, 3.844)  -1.3345
C (-0.437, -0.031, 3.798)  0.7927
C (-1.004, -0.331, 2.539)  -1.1115
C (-0.287, 1.305, 4.207)  -0.9803
C (-1.011, 0.769, 1.606)  -0.4279
C (-0.295, 2.373, 3.227)  -0.7941
C (-0.823, 2.063, 1.980)  0.8444
O (-1.145, 3.145, 1.150)  -0.5954
H (-0.518, -1.295, 5.471)  0.2310
H (1.102, -0.880, 5.004)  0.3026
H (0.574, -2.322, 2.802)  0.3620
H (-1.423, -1.251, 2.189)  0.3290
H (0.308, 1.511, 5.082)  0.2368
H (-1.611, 0.532, 0.727)  0.3541
H (-0.151, 3.427, 3.521)  0.3452
H (-1.526, 2.785, 0.346)  0.3058
H (-0.716, -2.913, 3.689)  0.2730
H (0.933, -3.308, 4.285)  0.3192
C (0.003, -1.525, -4.393)  -0.3738
C (0.367, -2.895, -3.696)  -1.1833
C (0.125, -0.281, -3.515)  0.7417
C (0.045, 0.948, -4.241)  -0.8494
C (0.531, -0.318, -2.192)  -0.5803
C (0.369, 2.092, -3.520)  -0.2427
C (0.641, 0.845, -1.413)  -0.6271
C (0.611, 2.014, -2.146)  0.2481
O (0.933, 3.244, -1.581)  -0.4974
H (0.743, -1.401, -5.228)  0.2826
H (-1.030, -1.669, -4.708)  0.3109
H (-0.367, -3.594, -4.063)  0.3424
H (-0.457, 0.921, -5.198)  0.3655
H (0.658, -1.291, -1.744)  0.2057
H (0.077, 3.032, -3.956)  0.3235
H (0.886, 0.727, -0.359)  0.4581
H (1.895, 3.320, -1.559)  0.2999
H (0.234, -2.792, -2.647)  0.3564
H (1.360, -3.261, -3.897)  0.2682

Summary:
2S+1: 2
Charge: -1
Gap between HOMO and LUMO (spin up / spin down): 2.379 / 6.533 eV
HOMO (spin up / spin down): 0.61 / -3.58 eV
LUMO (spin up / spin down): 2.99 / 2.96 eV

=====

Entry 4:
Computed, not measured: a molecular structure, C6H14HoO4, with the ωB97M-V functional and the def2-TZVPD basis.

Last column: Mulliken charge in e.
Atoms and positions in Å:
C (2.175, 1.424, -1.147)  -0.6406
O (2.053, 0.133, -0.635)  -0.2705
C (2.190, 0.068, 0.809)  -0.3410
C (1.806, -1.319, 1.296)  -0.7023
O (0.400, -1.372, 1.578)  -0.7324
C (-1.059, -1.597, -0.273)  -0.0773
C (-2.160, -0.619, 0.050)  -0.4316
O (-1.559, 0.636, 0.353)  -0.1821
C (-2.418, 1.754, 0.242)  -0.7755
Ho (0.191, 0.772, 2.037)  0.8386
H (2.068, 1.377, -2.239)  0.2554
H (1.374, 2.087, -0.770)  0.1669
H (3.165, 1.864, -0.927)  0.3213
H (3.248, 0.284, 1.051)  0.4070
H (2.409, -1.604, 2.180)  0.2413
H (2.036, -2.085, 0.524)  0.2879
H (-1.500, -2.601, -0.369)  0.2890
H (0.025, -1.714, -0.318)  0.1360
H (-2.837, -0.975, 0.844)  0.3545
H (-2.859, -0.492, -0.792)  0.3825
H (-1.869, 2.625, 0.623)  0.2627
H (-2.683, 1.901, -0.815)  0.2921
H (-3.332, 1.609, 0.838)  0.3330
O (-0.803, -1.395, -2.094)  -0.7217
H (-0.062, -0.761, -2.045)  0.3066

Summary:
2S+1: 6
Gap between HOMO and LUMO (spin up / spin down): 5.659 / 7.014 eV
HOMO (spin up / spin down): -5.62 / -7.69 eV
LUMO (spin up / spin down): 0.04 / -0.67 eV

=====

Entry 5:
Computed, not measured: a single C5H7F3N4O molecule, with the ωB97M-V functional and the def2-TZVPD basis.

Last column: Mulliken charge in e.
Atoms and positions in Å:
C (1.755, 0.319, 0.039)  -0.0459
C (-0.457, 1.853, -0.329)  0.5033
C (-1.116, -1.728, -0.612)  -1.0533
C (-2.256, -0.003, 1.007)  -0.9159
C (2.808, -0.778, 0.019)  0.8861
N (1.931, 1.558, -0.024)  -0.6161
N (0.854, 2.302, -0.068)  0.1908
N (-0.502, 0.526, -0.538)  -0.3989
N (-1.318, -0.366, -0.100)  0.4073
O (-1.327, 2.708, -0.364)  -0.6466
F (3.804, -0.478, -0.875)  -0.2646
F (3.406, -0.993, 1.159)  -0.2405
F (2.239, -1.943, -0.400)  -0.2408
H (-1.972, -2.305, -0.683)  0.3806
H (-0.707, -1.737, -1.546)  0.4259
H (-0.427, -2.359, -0.122)  0.3923
H (-3.276, -0.591, 1.023)  0.2752
H (-1.704, -0.223, 2.037)  0.2725
H (-2.639, 0.982, 0.814)  0.3832
H (0.903, 3.255, -0.437)  0.3053

Summary:
Gap between HOMO and LUMO (spin up / spin down): 7.826 / 8.026 eV
HOMO (spin up / spin down): -8.30 / -8.45 eV
LUMO (spin up / spin down): -0.47 / -0.42 eV
Energy relative to the best compared isomer or geometry (same formula, charge and spin): 255.3 kJ/mol

=====

Number 1: DFT total energy -706.5483 Eh. Number 2: DFT total energy -646.5307 Eh. Number 3: DFT total energy -772.0517 Eh. Number 4: DFT total energy -1485.7895 Eh. Number 5: DFT total energy -788.4110 Eh.